Record 1
{
  "formula": "C26H38BeCl5F4MgN3O14S2",
  "method": "the ωB97M-V functional and the def2-TZVPD basis",
  "homo_lumo_gap_ev": 1.36,
  "max_force_ev_per_a": 5.0,
  "e_lumo_ev": -6.81,
  "mol_weight_g_mol": 967.3,
  "homo_ha": -0.30030,
  "species": ["O", "C", "O", "C", "C", "C", "C", "O", "S", "O", "O", "C", "S", "O", "O", "H", "H", "H", "H", "H", "H", "H", "H", "H", "H", "H", "H", "C", "C", "C", "C", "C", "C", "N", "O", "O", "H", "H", "H", "H", "H", "Be", "C", "Cl", "Cl", "Cl", "Cl", "F", "C", "C", "O", "C", "O", "C", "F", "F", "F", "H", "H", "H", "H", "H", "H", "Mg", "C", "O", "N", "C", "C", "H", "H", "H", "H", "H", "H", "H", "Cl", "N", "C", "C", "C", "C", "H", "H", "H", "H", "H", "C", "C", "O", "O", "H", "H", "H"],
  "coordinates": [[-1.844, -0.553, -1.474], [-2.783, -1.367, -1.338], [-2.491, -2.767, -1.367], [-1.996, -3.237, -0.089], [-1.026, -4.511, -0.174], [0.128, -4.365, -1.312], [1.335, -3.560, -0.572], [2.174, -2.838, -1.518], [3.346, -1.938, -0.700], [3.177, -2.027, 0.795], [2.891, -0.332, -1.096], [3.938, 0.580, -0.733], [3.629, 1.303, 0.961], [4.917, 1.886, 1.499], [2.554, 2.413, 0.891], [-3.862, -0.939, -1.241], [-2.899, -3.573, 0.579], [-1.484, -2.371, 0.476], [-0.443, -4.523, 0.825], [-1.570, -5.511, -0.223], [0.529, -5.401, -1.618], [-0.241, -3.824, -2.248], [1.928, -4.338, 0.020], [0.797, -2.802, 0.114], [4.982, 0.121, -0.764], [3.934, 1.524, -1.494], [3.193, 0.377, 1.906], [5.922, 5.088, 0.785], [6.494, 4.377, 1.834], [7.428, 4.991, 2.666], [7.778, 6.322, 2.438], [7.217, 7.035, 1.384], [6.284, 6.412, 0.555], [8.739, 6.979, 3.326], [9.226, 6.317, 4.227], [8.996, 8.157, 3.114], [5.190, 4.608, 0.142], [6.212, 3.346, 2.009], [7.865, 4.426, 3.481], [7.487, 8.068, 1.197], [5.838, 6.961, -0.267], [2.005, 3.413, 2.412], [-7.167, 0.205, -1.612], [-8.407, -1.024, -1.933], [-5.560, -0.572, -1.560], [-7.187, 1.421, -2.897], [-7.495, 0.984, -0.052], [5.966, 5.060, 4.778], [4.803, -9.789, -1.982], [5.206, -8.776, -0.923], [4.987, -7.426, -1.314], [3.670, -6.859, -1.167], [3.209, -7.023, 0.055], [2.657, -7.327, -2.276], [3.267, -7.419, -3.477], [1.664, -6.420, -2.438], [2.069, -8.512, -2.052], [5.062, -9.439, -2.984], [5.301, -10.745, -1.799], [3.732, -9.981, -1.959], [6.289, -8.861, -0.788], [4.764, -9.012, 0.049], [3.865, -5.816, -1.483], [-4.418, -2.263, 0.847], [-0.330, 3.982, 0.232], [-0.187, 4.705, 1.224], [-1.504, 3.724, -0.384], [-1.586, 2.862, -1.549], [-2.721, 4.327, 0.133], [0.524, 3.476, -0.242], [-1.997, 3.430, -2.384], [-2.245, 2.021, -1.323], [-0.601, 2.481, -1.824], [-2.619, 5.414, 0.111], [-2.865, 4.010, 1.169], [-3.580, 4.026, -0.468], [3.477, 1.286, -3.162], [-11.251, 1.218, 4.321], [-10.518, 0.191, 4.851], [-9.535, -0.137, 3.950], [-9.677, 0.730, 2.838], [-10.742, 1.557, 3.096], [-12.042, 1.658, 4.764], [-10.760, -0.219, 5.820], [-8.795, -0.913, 4.078], [-9.067, 0.747, 1.947], [-11.181, 2.354, 2.516], [-4.291, 4.830, -3.728], [-4.943, 4.464, -2.393], [-4.472, 3.449, -1.825], [-5.866, 5.227, -2.036], [-3.494, 4.129, -3.984], [-5.039, 4.810, -4.522], [-3.864, 5.833, -3.668]]
}


Record 2
{
  "formula": "C12H45GaN8O5P5",
  "method": "the ωB97M-V functional and the def2-TZVPD basis",
  "homo_lumo_gap_ev": 4.59,
  "max_force_ev_per_a": 7.7,
  "e_lumo_ev": 0.37,
  "mol_weight_g_mol": 606.1,
  "homo_ha": -0.15492,
  "charge": -1,
  "species": ["N", "P", "Ga", "N", "P", "P", "O", "O", "O", "H", "H", "H", "H", "H", "H", "H", "H", "H", "O", "P", "N", "C", "C", "N", "C", "C", "N", "C", "C", "H", "H", "H", "H", "H", "H", "H", "H", "H", "H", "H", "H", "H", "H", "H", "H", "H", "H", "O", "P", "N", "C", "C", "N", "C", "C", "N", "C", "C", "H", "H", "H", "H", "H", "H", "H", "H", "H", "H", "H", "H", "H", "H", "H", "H", "H", "H"],
  "coordinates": [[6.239, 0.180, 6.322], [6.876, -1.320, 6.242], [5.135, -2.731, 5.425], [4.392, -3.769, 6.938], [3.436, -1.297, 4.565], [2.019, -0.888, 6.194], [0.986, -2.126, 6.185], [2.838, -0.779, 7.738], [1.170, 0.606, 5.908], [6.810, 0.818, 5.691], [7.329, -1.733, 7.574], [8.049, -1.360, 5.389], [5.716, -3.705, 4.255], [4.004, -3.114, 7.666], [5.174, -4.281, 7.437], [2.726, -1.969, 3.471], [3.704, -0.258, 7.641], [1.617, 1.385, 6.372], [-0.600, 0.461, 0.307], [-1.873, 1.074, 0.940], [-1.498, 2.639, 0.350], [-0.181, 3.232, 0.568], [-1.820, 2.775, -1.079], [-1.386, 0.840, 2.552], [-0.916, 1.869, 3.459], [-0.684, -0.410, 2.847], [-3.337, 1.778, 1.668], [-4.518, 1.005, 1.278], [-3.687, 3.196, 1.713], [-0.142, 4.246, 0.152], [0.626, 2.650, 0.113], [0.035, 3.357, 1.626], [-2.829, 2.400, -1.280], [-1.122, 2.212, -1.707], [-1.808, 3.826, -1.390], [0.150, 2.075, 3.325], [-1.062, 1.557, 4.501], [-1.464, 2.805, 3.360], [0.377, -0.346, 2.581], [-1.129, -1.244, 2.291], [-0.760, -0.670, 3.909], [-4.776, 1.188, 0.229], [-5.384, 1.245, 1.904], [-4.327, -0.067, 1.397], [-3.987, 3.576, 0.730], [-2.873, 3.819, 2.093], [-4.524, 3.357, 2.401], [-1.387, 0.891, -4.178], [-0.675, -0.046, -5.183], [-2.121, -0.904, -5.517], [-2.948, -1.436, -4.436], [-3.002, -0.156, -6.428], [0.302, -0.819, -4.027], [0.114, -2.161, -3.512], [0.848, 0.026, -2.963], [0.144, -1.123, -6.340], [0.887, -0.336, -7.326], [-0.437, -2.291, -7.000], [-3.808, -1.982, -4.843], [-3.328, -0.656, -3.770], [-2.410, -2.170, -3.840], [-2.435, 0.211, -7.290], [-3.456, 0.709, -5.932], [-3.798, -0.796, -6.823], [-0.612, -2.187, -2.694], [1.060, -2.558, -3.123], [-0.202, -2.870, -4.277], [0.113, 0.192, -2.168], [1.152, 1.001, -3.362], [1.744, -0.421, -2.518], [0.206, 0.146, -8.035], [1.601, -0.953, -7.882], [1.466, 0.449, -6.827], [-1.163, -2.007, -7.771], [-0.924, -2.972, -6.298], [0.348, -2.881, -7.485]]
}


Record 3
{
  "formula": "C5H7N3O3",
  "method": "the ωB97M-V functional and the def2-TZVPD basis",
  "homo_lumo_gap_ev": 9.42,
  "max_force_ev_per_a": 4.2,
  "e_lumo_ev": 0.88,
  "mol_weight_g_mol": 157.1,
  "homo_ha": -0.31385,
  "de_lowest_ev": 3.0720,
  "smiles": "COn1ccc(N)n1.O=C=O",
  "species": ["C", "O", "N", "C", "C", "C", "N", "N", "H", "H", "H", "H", "H", "H", "H", "O", "C", "O"],
  "coordinates": [[-0.815, 2.427, 0.843], [-1.144, 1.088, 1.227], [-0.638, 0.149, 0.389], [-1.218, -0.470, -0.658], [-0.519, -1.668, -0.972], [0.652, -1.565, -0.104], [1.756, -2.323, -0.308], [0.604, -0.595, 0.779], [-1.608, 3.098, 0.660], [-0.056, 2.291, -0.012], [-0.375, 2.992, 1.686], [-2.108, -0.036, -0.883], [-0.660, -2.238, -1.878], [1.587, -3.291, -0.735], [2.460, -2.350, 0.433], [2.382, -0.866, 2.645], [2.027, 0.190, 2.272], [1.822, 1.323, 2.132]]
}


Record 4
{
  "formula": "C5H6InO5",
  "method": "the ωB97M-V functional and the def2-TZVPD basis",
  "homo_lumo_gap_ev": [4.97, 5.06],
  "spin_multiplicity": 2,
  "max_force_ev_per_a": 5.8,
  "e_lumo_ev": [-13.11, -13.13],
  "mol_weight_g_mol": 260.9,
  "homo_ha": [-0.66418, -0.66821],
  "charge": 2,
  "species": ["H", "O", "C", "C", "H", "H", "C", "C", "O", "C", "O", "O", "In", "O", "H", "H", "H"],
  "coordinates": [[0.834, 0.054, 3.027], [-1.698, -1.628, 0.865], [0.534, -0.487, 2.127], [-1.371, -1.430, 2.005], [1.205, -1.342, 2.069], [1.571, -0.510, -2.829], [0.726, -0.040, -2.295], [1.117, 0.678, -0.996], [-0.034, 0.738, -0.208], [-0.768, 1.140, 0.960], [-1.938, 0.412, 2.549], [-1.862, 1.344, 0.274], [-1.689, -0.379, -0.715], [-0.283, -0.927, -2.145], [0.343, 0.686, -3.066], [1.513, 1.685, -1.166], [1.799, 0.007, -0.456]]
}


Record 5
{
  "formula": "C6H40NO14",
  "method": "the ωB97M-V functional and the def2-TZVPD basis",
  "homo_lumo_gap_ev": 10.22,
  "max_force_ev_per_a": 3.0,
  "e_lumo_ev": -2.55,
  "mol_weight_g_mol": 350.4,
  "homo_ha": -0.46917,
  "de_lowest_ev": 3.1942,
  "charge": 1,
  "species": ["O", "C", "C", "C", "C", "C", "C", "N", "H", "H", "H", "H", "H", "H", "H", "H", "H", "H", "H", "H", "H", "H", "H", "H", "O", "H", "H", "O", "H", "H", "O", "H", "H", "O", "H", "H", "O", "H", "H", "O", "H", "H", "O", "H", "H", "O", "H", "H", "O", "H", "H", "O", "H", "H", "O", "H", "H", "O", "H", "H", "O"],
  "coordinates": [[-2.243, 3.364, 3.085], [-2.299, 2.236, 3.477], [-2.088, 1.054, 2.480], [-0.650, 1.221, 1.977], [-0.231, 0.062, 1.071], [0.806, 0.540, 0.028], [0.402, -0.993, 1.977], [-2.964, 1.504, 1.337], [-2.503, 1.901, 4.501], [-2.313, 0.051, 2.853], [-0.672, 2.215, 1.489], [0.089, 1.433, 2.744], [-1.139, -0.340, 0.623], [0.662, -0.086, -0.855], [1.833, 0.436, 0.339], [0.622, 1.594, -0.185], [0.646, -1.880, 1.403], [-0.290, -1.427, 2.701], [1.391, -0.924, 2.446], [-3.977, 1.638, 1.458], [-3.144, 0.664, 0.721], [-2.489, 2.299, 0.807], [-1.125, -3.088, -3.707], [-0.631, -1.707, -3.989], [-0.948, -2.258, -3.262], [1.744, 1.884, -1.948], [2.273, 3.347, -1.614], [1.498, 2.804, -1.764], [3.893, 0.465, -2.832], [1.901, -2.307, -2.640], [3.056, 0.098, -2.539], [3.607, 3.125, 2.235], [3.322, 1.579, 2.221], [3.153, 2.406, 2.659], [0.064, 2.739, -2.331], [-0.790, 1.906, -3.293], [-0.853, 2.489, -2.529], [-2.445, 3.312, -1.128], [-1.281, 3.968, -0.279], [-2.131, 3.525, -0.243], [3.816, -1.018, 0.443], [4.086, -2.591, 0.618], [3.499, -1.856, 0.783], [-4.386, -0.784, -1.041], [-3.314, -1.127, 0.020], [-4.103, -0.619, -0.133], [1.508, -4.396, -0.665], [2.020, -3.621, 0.425], [2.157, -4.503, 0.054], [2.813, -2.861, -3.749], [2.942, -0.589, -3.231], [2.123, -2.219, -3.563], [1.465, 1.705, 3.723], [2.251, 0.660, 4.417], [1.335, 0.899, 4.236], [-0.363, -2.810, -1.676], [-0.755, -4.330, -1.097], [-0.122, -3.629, -1.216], [-3.388, -1.855, -3.196], [-3.726, -3.124, -2.320], [-3.613, -2.182, -2.327]]
}


Record 6
{
  "formula": "C18H25BN8O3Os",
  "method": "the ωB97M-V functional and the def2-TZVPD basis",
  "homo_lumo_gap_ev": [8.22, 4.67],
  "spin_multiplicity": 5,
  "max_force_ev_per_a": 4.6,
  "e_lumo_ev": [-13.98, -17.17],
  "mol_weight_g_mol": 602.5,
  "homo_ha": [-0.81565, -0.80225],
  "charge": 4,
  "species": ["C", "N", "N", "C", "C", "B", "N", "N", "C", "C", "C", "Os", "N", "N", "C", "C", "C", "H", "H", "H", "H", "H", "H", "H", "H", "H", "H", "H", "C", "H", "H", "H", "C", "C", "C", "C", "C", "C", "O", "N", "C", "O", "N", "C", "O", "H", "H", "H", "H", "H", "H", "H", "H", "H", "H", "H"],
  "coordinates": [[2.447, 0.267, -1.039], [1.193, 0.261, -1.577], [1.345, 0.200, -2.967], [2.641, 0.084, -3.260], [3.365, 0.123, -2.081], [0.122, 0.308, -3.910], [-0.826, -0.839, -3.546], [-1.235, -0.971, -2.215], [-2.083, -2.036, -2.164], [-2.209, -2.567, -3.448], [-1.402, -1.800, -4.277], [-0.706, 0.246, -0.699], [-0.591, 1.613, -3.419], [-1.017, 1.747, -2.091], [-1.589, 2.973, -1.961], [-1.550, 3.596, -3.214], [-0.911, 2.727, -4.091], [-1.968, 3.321, -1.002], [-0.656, 2.783, -5.145], [-1.935, 4.560, -3.477], [0.402, 0.399, -5.072], [-1.179, -1.837, -5.332], [2.945, -0.010, -4.298], [-2.813, -3.402, -3.747], [4.430, 0.066, -2.001], [-2.513, -2.335, -1.220], [2.634, 0.389, 0.022], [-2.897, 0.172, 0.403], [-2.751, -0.780, 0.953], [-3.486, -1.539, 0.644], [-1.759, -1.204, 0.725], [-2.822, -0.630, 2.044], [-1.153, 0.817, 4.107], [-0.323, -0.452, 4.030], [0.903, -0.496, 3.068], [2.138, 0.357, 3.520], [1.876, 1.837, 3.688], [1.357, -1.971, 3.020], [1.803, -2.523, 4.019], [1.277, -2.688, 1.828], [0.685, -2.295, 0.636], [0.597, -2.995, -0.371], [0.238, -0.981, 0.683], [0.428, -0.099, 1.676], [0.098, 1.092, 1.336], [-0.557, 1.700, 4.351], [-1.923, 0.708, 4.883], [-1.674, 0.988, 3.159], [0.005, -0.752, 5.036], [-0.975, -1.263, 3.668], [2.569, -0.094, 4.426], [2.906, 0.218, 2.745], [1.443, 2.099, 4.659], [2.802, 2.413, 3.582], [1.199, 2.127, 2.882], [1.654, -3.636, 1.829]]
}